Record 1
Computed, not measured: a molecular structure, C22H18ClF3NO3PRh, with the ωB97M-V functional and the def2-TZVPD basis.

Geometry as XYZ:
```
50
C22H18ClF3NO3PRh, DFT the ωB97M-V functional and the def2-TZVPD basis
Rh 0.75 -1.86 0.04
O 2.07 -2.81 2.35
N 1.63 -1.62 1.82
C 1.85 -0.62 2.58
C 1.54 0.77 2.30
C 2.17 1.69 3.14
C 2.02 3.05 2.95
C 1.23 3.51 1.91
C 0.58 2.61 1.08
C 0.73 1.24 1.26
P -0.30 0.15 0.21
C -0.05 0.68 -1.50
C -1.00 0.32 -2.46
C -0.75 0.55 -3.80
C 0.45 1.13 -4.19
C 1.41 1.47 -3.24
C 1.16 1.24 -1.90
C -1.99 0.60 0.68
C -2.60 0.07 1.82
C -3.85 0.53 2.21
C -4.49 1.52 1.47
C -3.87 2.06 0.35
C -2.63 1.60 -0.04
H 2.27 -3.39 1.60
H 2.38 -0.85 3.50
H 2.78 1.33 3.96
H 2.52 3.75 3.61
H 1.11 4.58 1.74
H -0.05 2.99 0.28
H -1.93 -0.14 -2.15
H -1.49 0.28 -4.54
H 0.64 1.31 -5.24
H 2.34 1.92 -3.55
H 1.91 1.52 -1.16
H -2.12 -0.69 2.41
H -4.32 0.11 3.09
H -5.46 1.87 1.78
H -4.37 2.83 -0.22
H -2.16 2.02 -0.93
F -0.49 -4.14 0.73
C -0.76 -2.84 0.87
F -0.92 -2.61 2.18
F -1.93 -2.60 0.26
Cl 2.42 -5.54 -2.70
C 2.27 -3.80 -3.02
C 1.64 -3.12 -1.84
O 2.13 -3.24 -0.66
O 0.61 -2.39 -1.99
H 1.65 -3.65 -3.90
H 3.26 -3.39 -3.18
```

Relative energy (zero: lowest compared OMol25 entry of this formula, charge and spin) ... 0.0 kJ/mol
Kohn-Sham gap ... 0.308 Eh
Energy ... -63704.7816 eV
Net charge ... +1
Multiplicity ... 1

Record 2
Computed, not measured: a gas-phase ion, C4H10N2O (charge -1), with the ωB97M-V functional and the def2-TZVPD basis.

Geometry as XYZ:
```
17
C4H10N2O, DFT the ωB97M-V functional and the def2-TZVPD basis
C 0.02 -0.02 0.83
C 0.20 -1.54 1.07
C 1.71 -1.83 1.04
O 2.55 -0.99 1.48
N -0.02 0.27 -0.58
C -1.13 0.87 -1.25
N -0.97 2.32 -1.67
H 0.74 0.59 1.37
H -0.98 0.18 1.23
H -0.14 -1.92 2.06
H -0.42 -2.02 0.32
H 2.12 -2.83 0.85
H 0.82 0.17 -1.10
H -1.34 0.38 -2.19
H -1.91 0.97 -0.52
H -0.10 2.54 -2.12
H -1.14 2.88 -0.84
```

Relative energy (zero: lowest compared OMol25 entry of this formula, charge and spin) ... 115.1 kJ/mol
Kohn-Sham gap (spin up / spin down) ... 0.125 / 0.261 Eh
Energy ... -9335.6479 eV
Net charge ... -1
Multiplicity ... 2
<S²> ... 0.753

Record 3
Computed, not measured: C5H12N2 in the gas phase, with the ωB97M-V functional and the def2-TZVPD basis.

Geometry as XYZ:
```
19
C5H12N2, DFT the ωB97M-V functional and the def2-TZVPD basis
C 3.08 -0.24 -0.06
N 2.25 0.72 -0.32
C 1.05 0.40 -1.08
C 0.00 -0.29 -0.36
C -1.16 0.43 0.33
C -1.53 -0.52 1.55
N -2.28 0.59 -0.74
H 3.35 -1.01 -0.77
H 3.62 -0.04 0.87
H 0.69 1.34 -1.56
H 1.53 -0.32 -1.85
H -0.33 -1.15 -1.01
H 0.35 -0.97 0.36
H -0.86 1.40 0.77
H -2.37 -0.30 2.25
H -1.56 -1.67 1.23
H -0.57 -0.58 2.05
H -3.15 0.89 -0.23
H -2.12 1.33 -1.42
```

Relative energy (zero: lowest compared OMol25 entry of this formula, charge and spin) ... 297.9 kJ/mol
Kohn-Sham gap ... 0.365 Eh
Energy ... -8357.0482 eV
SMILES ... C=NCC[C@H](C)N
Net charge ... 0
Multiplicity ... 1

Q: What is the relative energy (zero: lowest compared OMol25 entry of this formula, charge and spin) in the first record?
A: 0.0 kJ/mol